1.
{"formula": "C56H154N14O14", "method": "wB97M-V/def2-TZVPD", "lumo_energy_ev": 0.38, "total_charge": 0, "gap_ha": 0.3255, "species": ["C", "C", "C", "O", "C", "N", "H", "H", "H", "H", "H", "H", "H", "H", "H", "H", "H", "C", "C", "C", "O", "C", "N", "H", "H", "H", "H", "H", "H", "H", "H", "H", "H", "H", "C", "C", "C", "O", "C", "N", "H", "H", "H", "H", "H", "H", "H", "H", "H", "H", "H", "C", "C", "C", "O", "C", "N", "H", "H", "H", "H", "H", "H", "H", "H", "H", "H", "H", "C", "C", "C", "O", "C", "N", "H", "H", "H", "H", "H", "H", "H", "H", "H", "H", "H", "C", "C", "C", "O", "C", "N", "H", "H", "H", "H", "H", "H", "H", "H", "H", "H", "H", "C", "C", "C", "O", "C", "N", "H", "H", "H", "H", "H", "H", "H", "H", "H", "H", "H", "C", "C", "C", "O", "C", "N", "H", "H", "H", "H", "H", "H", "H", "H", "H", "H", "H", "C", "C", "C", "O", "C", "N", "H", "H", "H", "H", "H", "H", "H", "H", "H", "H", "H", "C", "C", "C", "O", "C", "N", "H", "H", "H", "H", "H", "H", "H", "H", "H", "H", "H", "C", "C", "C", "O", "C", "N", "H", "H", "H", "H", "H", "H", "H", "H", "H", "H", "H", "C", "C", "C", "O", "C", "N", "H", "H", "H", "H", "H", "H", "H", "H", "H", "H", "H", "C", "C", "C", "O", "C", "N", "H", "H", "H", "H", "H", "H", "H", "H", "H", "H", "H", "C", "C", "C", "O", "C", "N", "H", "H", "H", "H", "H", "H", "H", "H", "H", "H", "H"], "coordinates": [[-15.45, -12.94, 13.14], [-15.43, -12.07, 11.85], [-14.04, -11.37, 11.64], [-13.64, -10.73, 12.87], [-12.41, -10.06, 12.86], [-15.66, -12.93, 10.64], [-15.22, -12.28, 13.98], [-14.81, -13.83, 13.18], [-16.41, -13.41, 13.34], [-16.13, -11.24, 11.89], [-14.02, -10.59, 10.88], [-13.40, -12.15, 11.23], [-11.77, -10.83, 12.43], [-12.07, -9.83, 13.87], [-12.50, -9.16, 12.25], [-16.52, -13.44, 10.74], [-14.94, -13.62, 10.81], [-22.51, -5.94, 14.92], [-22.07, -4.47, 14.95], [-22.55, -3.57, 16.16], [-22.07, -2.25, 15.96], [-22.73, -1.35, 16.87], [-20.67, -4.43, 14.77], [-22.22, -6.42, 13.99], [-23.60, -5.88, 14.93], [-22.23, -6.60, 15.74], [-22.52, -4.12, 14.02], [-22.19, -3.93, 17.13], [-23.64, -3.64, 16.13], [-23.80, -1.53, 16.89], [-22.47, -0.29, 16.81], [-22.38, -1.53, 17.88], [-20.21, -4.88, 15.55], [-20.48, -3.45, 14.89], [-22.67, -8.36, 9.78], [-24.03, -7.82, 10.36], [-24.27, -6.38, 9.71], [-23.16, -5.47, 10.09], [-23.11, -4.90, 11.37], [-25.03, -8.79, 10.15], [-22.46, -8.15, 8.73], [-22.51, -9.42, 9.97], [-21.88, -7.90, 10.36], [-23.95, -7.67, 11.44], [-25.22, -5.87, 9.87], [-24.14, -6.53, 8.63], [-22.11, -4.92, 11.80], [-23.86, -5.26, 12.07], [-23.34, -3.84, 11.30], [-25.95, -8.36, 10.15], [-24.99, -9.24, 9.25], [-15.56, -10.35, 16.11], [-16.94, -11.10, 16.01], [-17.70, -11.33, 17.41], [-18.92, -12.01, 17.13], [-18.86, -13.42, 17.22], [-17.80, -10.32, 15.13], [-15.63, -9.40, 16.63], [-15.13, -10.09, 15.15], [-14.82, -10.97, 16.62], [-16.77, -12.09, 15.59], [-17.88, -10.35, 17.83], [-17.03, -11.85, 18.09], [-19.74, -13.97, 16.91], [-18.85, -13.59, 18.30], [-18.07, -13.87, 16.62], [-17.52, -10.28, 14.16], [-18.67, -10.84, 15.08], [-18.32, -4.58, 12.06], [-18.46, -5.90, 11.34], [-19.03, -7.01, 12.20], [-18.72, -8.26, 11.63], [-19.22, -9.33, 12.42], [-19.39, -5.78, 10.19], [-17.41, -4.03, 11.82], [-18.25, -4.75, 13.13], [-19.13, -3.88, 11.84], [-17.49, -6.25, 10.98], [-20.11, -6.93, 12.30], [-18.62, -6.84, 13.20], [-18.71, -10.24, 12.09], [-20.21, -9.49, 11.97], [-19.22, -9.22, 13.50], [-19.65, -6.73, 9.97], [-20.19, -5.28, 10.55], [-20.10, -5.86, 24.29], [-21.35, -4.94, 24.45], [-22.06, -4.55, 23.19], [-21.18, -3.96, 22.17], [-21.99, -3.25, 21.17], [-22.23, -5.57, 25.38], [-20.37, -6.84, 23.89], [-19.71, -6.06, 25.29], [-19.29, -5.46, 23.68], [-20.94, -4.03, 24.90], [-22.89, -3.86, 23.34], [-22.47, -5.46, 22.77], [-22.82, -2.73, 21.65], [-22.46, -3.84, 20.39], [-21.38, -2.49, 20.67], [-22.94, -4.88, 25.56], [-21.69, -5.58, 26.23], [-13.03, -1.98, 17.77], [-13.00, -2.20, 19.29], [-13.56, -3.54, 19.87], [-13.53, -3.66, 21.28], [-13.42, -4.99, 21.79], [-11.57, -2.13, 19.67], [-12.69, -1.00, 17.41], [-14.07, -1.92, 17.47], [-12.52, -2.83, 17.32], [-13.48, -1.40, 19.84], [-13.04, -4.36, 19.36], [-14.61, -3.54, 19.59], [-14.33, -5.58, 21.64], [-13.29, -4.98, 22.87], [-12.65, -5.59, 21.30], [-11.24, -1.19, 19.52], [-11.61, -2.22, 20.68], [-16.37, -6.88, 19.87], [-15.11, -7.48, 19.32], [-14.93, -9.02, 19.38], [-14.60, -9.26, 20.77], [-13.97, -10.51, 20.99], [-15.01, -6.95, 17.93], [-16.42, -5.82, 20.12], [-16.71, -7.34, 20.80], [-17.29, -7.05, 19.32], [-14.21, -7.13, 19.83], [-13.98, -9.28, 18.92], [-15.66, -9.62, 18.83], [-12.93, -10.55, 20.67], [-14.53, -11.33, 20.54], [-13.97, -10.60, 22.08], [-15.66, -7.35, 17.27], [-15.36, -6.00, 17.92], [-14.84, -2.60, 14.61], [-15.53, -3.91, 14.89], [-15.11, -4.90, 13.77], [-15.72, -6.22, 13.91], [-14.97, -7.35, 13.33], [-15.23, -4.40, 16.21], [-15.18, -1.89, 15.36], [-15.10, -2.20, 13.63], [-13.75, -2.62, 14.68], [-16.62, -3.90, 14.83], [-14.03, -5.05, 13.72], [-15.45, -4.55, 12.80], [-14.60, -7.02, 12.37], [-15.68, -8.16, 13.16], [-14.11, -7.63, 13.95], [-15.19, -5.41, 16.12], [-14.29, -4.18, 16.51], [-18.12, 2.33, 17.93], [-19.43, 3.11, 17.78], [-20.64, 2.36, 18.36], [-20.59, 2.05, 19.76], [-21.84, 1.48, 20.11], [-19.37, 4.34, 18.57], [-17.28, 2.93, 17.58], [-18.06, 1.38, 17.40], [-17.95, 2.14, 18.99], [-19.60, 3.31, 16.72], [-20.55, 1.47, 17.74], [-21.54, 2.86, 18.01], [-22.30, 0.88, 19.32], [-22.59, 2.26, 20.27], [-21.94, 1.13, 21.13], [-19.11, 3.98, 19.48], [-20.34, 4.59, 18.69], [-19.37, -1.03, 14.58], [-20.26, -0.26, 13.64], [-19.57, 0.15, 12.33], [-19.01, -1.03, 11.79], [-17.74, -0.83, 11.24], [-21.40, -1.06, 13.37], [-19.13, -2.05, 14.29], [-19.81, -1.15, 15.57], [-18.50, -0.42, 14.84], [-20.50, 0.59, 14.27], [-18.88, 0.93, 12.63], [-20.27, 0.57, 11.61], [-16.97, -0.32, 11.83], [-17.84, -0.21, 10.35], [-17.35, -1.79, 10.90], [-20.94, -1.78, 12.84], [-21.70, -1.49, 14.24], [-25.37, -11.75, 20.02], [-24.93, -11.07, 18.72], [-23.40, -11.21, 18.50], [-22.66, -10.51, 19.50], [-21.29, -10.35, 19.18], [-25.65, -11.68, 17.55], [-25.05, -11.20, 20.91], [-24.77, -12.65, 20.09], [-26.43, -11.99, 20.09], [-25.16, -10.01, 18.85], [-23.15, -10.77, 17.54], [-23.12, -12.21, 18.18], [-21.03, -9.51, 19.83], [-20.99, -10.04, 18.18], [-20.66, -11.22, 19.37], [-25.05, -11.94, 16.78], [-26.04, -12.57, 17.81], [-19.35, -7.93, 17.01], [-18.61, -6.90, 16.22], [-18.44, -5.59, 16.99], [-19.60, -4.96, 17.54], [-19.45, -3.70, 18.19], [-17.26, -7.44, 15.97], [-18.79, -8.30, 17.86], [-19.63, -8.83, 16.48], [-20.26, -7.43, 17.35], [-19.07, -6.65, 15.27], [-17.92, -4.79, 16.46], [-17.82, -5.65, 17.89], [-19.02, -3.02, 17.46], [-18.83, -3.68, 19.09], [-20.40, -3.34, 18.59], [-17.36, -8.41, 15.69], [-16.91, -6.94, 15.16], [-17.62, -0.70, 19.22], [-17.89, -0.91, 20.73], [-16.67, -1.45, 21.59], [-17.03, -2.08, 22.78], [-17.87, -3.22, 22.69], [-18.41, 0.34, 21.23], [-18.56, -0.32, 18.81], [-17.37, -1.67, 18.80], [-16.82, -0.01, 18.95], [-18.71, -1.63, 20.77], [-15.89, -0.70, 21.70], [-16.05, -2.14, 21.03], [-18.88, -3.05, 22.32], [-17.98, -3.48, 23.75], [-17.41, -4.02, 22.12], [-19.37, 0.57, 21.00], [-18.45, 0.33, 22.24]]}

***

2.
{"formula": "C56H154N14O14", "method": "wB97M-V/def2-TZVPD", "lumo_energy_ev": 0.32, "total_charge": 0, "gap_ha": 0.3285, "species": ["C", "C", "C", "O", "C", "N", "H", "H", "H", "H", "H", "H", "H", "H", "H", "H", "H", "C", "C", "C", "O", "C", "N", "H", "H", "H", "H", "H", "H", "H", "H", "H", "H", "H", "C", "C", "C", "O", "C", "N", "H", "H", "H", "H", "H", "H", "H", "H", "H", "H", "H", "C", "C", "C", "O", "C", "N", "H", "H", "H", "H", "H", "H", "H", "H", "H", "H", "H", "C", "C", "C", "O", "C", "N", "H", "H", "H", "H", "H", "H", "H", "H", "H", "H", "H", "C", "C", "C", "O", "C", "N", "H", "H", "H", "H", "H", "H", "H", "H", "H", "H", "H", "C", "C", "C", "O", "C", "N", "H", "H", "H", "H", "H", "H", "H", "H", "H", "H", "H", "C", "C", "C", "O", "C", "N", "H", "H", "H", "H", "H", "H", "H", "H", "H", "H", "H", "C", "C", "C", "O", "C", "N", "H", "H", "H", "H", "H", "H", "H", "H", "H", "H", "H", "C", "C", "C", "O", "C", "N", "H", "H", "H", "H", "H", "H", "H", "H", "H", "H", "H", "C", "C", "C", "O", "C", "N", "H", "H", "H", "H", "H", "H", "H", "H", "H", "H", "H", "C", "C", "C", "O", "C", "N", "H", "H", "H", "H", "H", "H", "H", "H", "H", "H", "H", "C", "C", "C", "O", "C", "N", "H", "H", "H", "H", "H", "H", "H", "H", "H", "H", "H", "C", "C", "C", "O", "C", "N", "H", "H", "H", "H", "H", "H", "H", "H", "H", "H", "H"], "coordinates": [[-2.19, 2.50, 3.49], [-2.13, 3.70, 4.45], [-3.45, 4.39, 4.73], [-3.25, 5.50, 5.63], [-4.39, 6.21, 6.11], [-1.63, 3.13, 5.66], [-2.86, 1.78, 3.95], [-1.19, 2.03, 3.38], [-2.50, 2.68, 2.45], [-1.46, 4.48, 4.06], [-4.11, 3.68, 5.25], [-3.86, 4.73, 3.78], [-5.01, 6.60, 5.30], [-4.02, 7.02, 6.72], [-5.07, 5.62, 6.72], [-0.64, 3.04, 5.58], [-1.81, 3.82, 6.39], [-5.00, -5.72, 5.94], [-3.95, -4.65, 5.90], [-4.02, -3.64, 4.76], [-3.89, -4.30, 3.53], [-3.94, -3.53, 2.34], [-4.02, -3.91, 7.11], [-4.76, -6.42, 6.75], [-5.08, -6.29, 5.01], [-5.98, -5.31, 6.17], [-2.95, -5.06, 5.77], [-3.19, -2.95, 4.92], [-4.99, -3.15, 4.78], [-4.89, -2.96, 2.26], [-3.92, -4.22, 1.48], [-3.09, -2.88, 2.21], [-3.64, -4.39, 7.92], [-3.39, -3.11, 7.06], [-1.34, 4.94, 0.36], [-1.58, 5.91, -0.80], [-0.81, 5.46, -2.04], [0.54, 5.09, -1.77], [1.44, 6.13, -1.48], [-3.00, 6.00, -1.08], [-2.02, 5.21, 1.17], [-0.35, 4.94, 0.79], [-1.51, 3.89, 0.07], [-1.30, 6.95, -0.55], [-0.94, 6.21, -2.82], [-1.22, 4.56, -2.51], [1.03, 6.80, -0.70], [1.80, 6.66, -2.36], [2.40, 5.71, -1.21], [-3.45, 6.40, -0.27], [-3.37, 5.08, -1.27], [1.60, 3.68, -8.96], [0.21, 3.61, -8.36], [0.02, 4.40, -7.08], [0.91, 3.82, -6.07], [0.86, 4.49, -4.83], [-0.78, 4.12, -9.37], [1.62, 3.07, -9.86], [2.42, 3.31, -8.37], [1.85, 4.72, -9.15], [-0.07, 2.55, -8.23], [-0.99, 4.28, -6.71], [0.37, 5.44, -7.17], [1.30, 5.48, -4.88], [1.43, 3.84, -4.17], [-0.17, 4.55, -4.38], [-0.57, 5.07, -9.63], [-0.76, 3.57, -10.21], [-0.70, -5.44, 1.94], [0.22, -5.95, 3.05], [-0.41, -7.07, 3.89], [0.46, -7.52, 4.92], [-0.07, -8.47, 5.77], [1.42, -6.54, 2.40], [-0.21, -4.67, 1.31], [-1.64, -5.02, 2.29], [-0.85, -6.26, 1.24], [0.48, -5.10, 3.67], [-0.66, -7.93, 3.27], [-1.41, -6.77, 4.29], [-0.95, -8.14, 6.31], [0.62, -8.76, 6.55], [-0.37, -9.38, 5.27], [1.96, -5.81, 1.91], [1.95, -6.95, 3.16], [4.75, -2.78, -4.39], [3.60, -1.90, -3.94], [2.28, -2.40, -4.57], [2.25, -2.50, -5.96], [2.25, -1.24, -6.62], [3.64, -1.78, -2.49], [4.58, -3.78, -3.97], [5.65, -2.45, -3.87], [4.93, -2.81, -5.47], [3.89, -0.95, -4.42], [1.43, -1.79, -4.21], [2.13, -3.42, -4.26], [1.47, -0.54, -6.34], [2.09, -1.38, -7.68], [3.16, -0.65, -6.54], [2.81, -1.27, -2.16], [3.68, -2.74, -2.15], [-4.42, -0.12, 6.53], [-3.25, 0.01, 7.47], [-1.95, -0.24, 6.75], [-1.92, -1.57, 6.38], [-0.89, -1.95, 5.50], [-3.32, 1.32, 8.16], [-4.38, -1.04, 5.97], [-4.34, 0.69, 5.76], [-5.33, -0.09, 7.07], [-3.29, -0.74, 8.26], [-1.11, -0.07, 7.43], [-1.82, 0.45, 5.91], [-0.86, -3.03, 5.36], [0.10, -1.68, 5.85], [-1.03, -1.38, 4.57], [-2.55, 1.38, 8.85], [-3.13, 2.02, 7.44], [1.25, 1.37, 5.19], [2.70, 1.09, 4.62], [3.11, -0.33, 4.82], [2.10, -1.10, 4.17], [2.52, -2.47, 4.00], [2.72, 1.49, 3.26], [0.52, 0.69, 4.68], [0.86, 2.38, 4.92], [1.11, 1.08, 6.22], [3.49, 1.69, 5.13], [3.32, -0.57, 5.89], [4.08, -0.53, 4.31], [1.69, -3.11, 3.69], [2.89, -2.86, 4.95], [3.30, -2.61, 3.25], [3.64, 1.51, 2.80], [2.18, 0.80, 2.72], [4.56, -0.91, 0.85], [5.16, 0.37, 0.33], [6.28, 0.94, 1.23], [5.73, 1.47, 2.41], [6.63, 2.09, 3.33], [5.71, 0.04, -0.96], [3.58, -1.16, 0.41], [4.32, -0.87, 1.91], [5.24, -1.74, 0.64], [4.42, 1.17, 0.28], [6.80, 1.73, 0.67], [7.06, 0.21, 1.50], [5.99, 2.59, 4.05], [7.26, 2.81, 2.80], [7.23, 1.41, 3.93], [5.23, -0.73, -1.42], [5.78, 0.82, -1.60], [-4.00, 0.45, 0.84], [-4.10, -0.29, -0.55], [-2.80, -0.27, -1.28], [-2.25, 1.02, -1.50], [-3.00, 1.84, -2.37], [-4.44, -1.65, -0.23], [-3.83, 1.52, 0.77], [-3.14, 0.02, 1.37], [-4.90, 0.30, 1.46], [-4.84, 0.13, -1.24], [-2.96, -0.77, -2.25], [-2.05, -0.89, -0.81], [-2.36, 2.70, -2.53], [-3.94, 2.20, -1.93], [-3.26, 1.43, -3.34], [-5.27, -1.75, 0.31], [-4.66, -2.19, -1.07], [-2.04, 0.26, -8.75], [-3.16, 0.31, -7.70], [-2.63, 1.04, -6.45], [-1.44, 0.36, -6.01], [-0.63, 1.00, -5.11], [-4.37, 0.92, -8.28], [-1.03, -0.08, -8.46], [-2.01, 1.22, -9.26], [-2.36, -0.44, -9.52], [-3.47, -0.69, -7.38], [-3.35, 1.16, -5.62], [-2.36, 2.08, -6.69], [-1.19, 1.47, -4.28], [0.02, 1.79, -5.54], [0.07, 0.30, -4.69], [-4.26, 1.88, -8.53], [-5.17, 0.79, -7.67], [7.68, 3.77, -1.78], [6.47, 4.59, -2.08], [5.25, 3.69, -2.12], [5.41, 2.71, -3.14], [4.25, 1.99, -3.50], [6.31, 5.66, -1.05], [7.71, 3.43, -0.72], [8.57, 4.37, -1.91], [7.78, 2.92, -2.43], [6.56, 5.12, -3.03], [4.34, 4.27, -2.29], [5.12, 3.21, -1.14], [3.81, 1.50, -2.62], [4.47, 1.21, -4.23], [3.47, 2.57, -3.99], [6.71, 5.30, -0.19], [6.81, 6.45, -1.41], [1.15, 2.07, -1.46], [1.21, 0.56, -0.92], [0.48, 0.40, 0.39], [0.52, -1.00, 0.70], [-0.32, -1.31, 1.79], [0.66, -0.22, -2.07], [1.69, 2.20, -2.39], [1.51, 2.79, -0.73], [0.11, 2.24, -1.68], [2.26, 0.28, -0.82], [-0.57, 0.73, 0.28], [0.96, 0.95, 1.19], [-0.19, -2.36, 2.05], [-1.35, -1.15, 1.48], [-0.07, -0.71, 2.68], [0.57, -1.22, -1.87], [-0.26, 0.10, -2.37], [-1.22, -7.33, -3.47], [-2.02, -7.06, -2.22], [-2.35, -5.59, -1.95], [-1.11, -4.90, -1.78], [-1.18, -3.52, -1.47], [-3.22, -7.88, -2.27], [-1.14, -8.41, -3.56], [-0.23, -6.87, -3.46], [-1.75, -6.97, -4.36], [-1.48, -7.35, -1.32], [-2.96, -5.52, -1.05], [-2.84, -5.06, -2.77], [-2.04, -3.23, -0.83], [-1.24, -2.90, -2.41], [-0.27, -3.27, -0.93], [-3.77, -7.68, -1.43], [-3.73, -7.61, -3.11]]}

***

What should be chosen as the most stable of them? Choose 2.

***

1.
{"formula": "CH2INO3S", "method": "wB97M-V/def2-TZVPD", "lumo_energy_ev": [-1.27, -1.27], "total_charge": 0, "gap_ha": [0.2814, 0.2814], "species": ["C", "N", "O", "O", "O", "S", "I", "H", "H"], "coordinates": [[-1.14, 0.47, 0.34], [0.98, -0.12, -1.97], [2.10, -0.33, -2.23], [1.65, 0.44, 0.85], [0.40, -1.70, 0.59], [0.59, -0.33, 0.25], [-1.87, 0.03, 2.31], [-1.87, 0.04, -0.18], [-0.84, 1.50, 0.04]]}

***

2.
{"formula": "CH2INO3S", "method": "wB97M-V/def2-TZVPD", "lumo_energy_ev": [-1.16, -1.16], "total_charge": 0, "gap_ha": [0.3117, 0.3117], "species": ["C", "N", "O", "O", "O", "S", "I", "H", "H"], "coordinates": [[-0.16, -1.03, 0.15], [0.30, 1.42, -1.43], [-0.34, 0.82, -2.22], [-0.97, 1.35, 0.82], [1.49, 0.84, 0.90], [0.21, 0.64, 0.33], [0.10, -1.64, 2.16], [0.51, -1.38, -0.50], [-1.14, -1.02, -0.21]]}

***

What should be chosen as the most stable of them? Choose 2.